6 unconnected molecules or ions with the total composition C37H68ClO19PS7 in a non-equilibrium geometry. Source: the OMol25 dataset; level of theory: ωB97M-V with the def2-TZVPD basis set.

## Properties
SMILES = C#CC[C@@]1(CC(=O)Cl)OS(=O)(=O)[C@](CCCOC)(OCC)[C@@H](S)[C@@]1(CC)P(=O)(O)O.O=S1(=O)CCCC1.O=S1(=O)CCCC1.O=S1(=O)CCCC1.O=S1(=O)CCCC1.O=S1(=O)CCCC1
Kohn-Sham gap = 0.3222 Eh
HOMO level = -8.8 eV
largest force on an atom = 0.23758 Eh/bohr
DFT total energy = -6468.42738 hartree

Geometry (Å):
C 2.213679 -0.022517 4.191740
C 2.887077 -0.182398 2.948767
C 3.640262 -0.523671 1.494532
C 2.554219 -0.376514 0.223556
C 2.866683 -1.664333 -0.737663
C 2.506382 -3.135999 -0.092022
O 2.642152 -4.190635 -0.944316
Cl 1.972162 -3.528743 1.624439
O 1.260917 -0.440262 0.906459
S -0.081856 -0.275512 -0.146730
O -0.323991 -1.753157 -0.658937
O -1.279911 -0.147603 0.880897
C 0.034852 1.033899 -1.432363
C -0.584029 2.535890 -1.028772
C -2.087254 2.583650 -0.414178
C -3.278102 1.906222 -1.309274
O -3.411988 0.449363 -1.193417
C -4.346370 0.102849 -0.073333
O -0.639861 0.842349 -2.711355
C -0.505977 -0.375734 -3.421268
C -0.667736 -0.112366 -5.065337
C 1.652059 1.227648 -1.799508
S 1.968446 2.742604 -2.921594
C 2.713038 1.103117 -0.552121
C 4.202567 1.007938 -1.308333
C 5.069996 2.383700 -1.359629
P 2.655569 2.507506 0.733642
O 3.903054 2.634977 1.697665
O 2.477128 4.130530 0.033043
O 1.275636 2.407140 1.854261
H 1.893960 -0.249640 5.313937
H 4.602620 0.162748 1.326521
H 4.058151 -1.608555 1.615900
H 4.010595 -1.757246 -1.069270
H 2.269916 -1.657406 -1.772648
H -0.685661 3.179214 -2.033600
H 0.101010 3.161336 -0.332394
H -2.169810 2.273026 0.736795
H -2.369528 3.748038 -0.385598
H -3.188693 2.187350 -2.464903
H -4.318889 2.378979 -0.965499
H -3.887876 0.603444 0.907539
H -4.305004 -1.070555 0.140991
H -5.431588 0.480888 -0.306590
H 0.451765 -1.029327 -3.272017
H -1.425144 -1.089573 -3.152844
H -1.743798 -0.511349 -5.393188
H -0.713938 1.054400 -5.186555
H 0.170635 -0.637528 -5.694246
H 1.970648 0.339015 -2.532618
H 0.948423 2.824923 -3.890373
H 4.916910 0.203207 -0.825563
H 4.101942 0.657813 -2.446319
H 6.059041 2.103770 -1.974388
H 5.471681 2.788917 -0.339810
H 4.605766 3.276391 -1.952843
H 3.101020 4.253956 -0.735748
H 0.861092 3.337304 1.941035
C 5.977258 -1.609291 6.356819
C 7.443864 -1.953548 6.101566
C 7.686285 -1.841052 4.597357
S 6.513128 -0.637966 3.990772
O 5.581174 -1.307743 3.108166
O 7.221673 0.565029 3.601905
C 5.703522 -0.347812 5.551530
H 5.774798 -1.458458 7.421191
H 5.338465 -2.427143 6.002558
H 8.084047 -1.238826 6.632861
H 7.694454 -2.953914 6.468131
H 8.701550 -1.501100 4.377836
H 7.492748 -2.789483 4.088740
H 4.639982 -0.162237 5.392074
H 6.173225 0.524912 6.014971
C -7.966857 -0.048328 3.311041
C -9.402464 -0.186001 2.806383
C -9.410016 0.210727 1.331046
S -7.776441 -0.154811 0.706966
O -7.133263 1.090104 0.342766
O -7.853853 -1.282230 -0.200441
C -7.093504 -0.711001 2.256115
H -7.834892 -0.513663 4.292202
H -7.706893 1.013140 3.401278
H -9.726950 -1.228580 2.909689
H -10.095877 0.432259 3.385028
H -10.151062 -0.359314 0.764988
H -9.588824 1.282160 1.205626
H -6.042927 -0.423962 2.325954
H -7.190004 -1.800226 2.292494
C 1.348197 -8.152968 0.142953
C 2.502181 -7.161342 0.002958
C 3.520080 -7.485006 1.095292
S 3.344950 -9.229077 1.440557
O 2.852505 -9.383676 2.793232
O 4.517078 -9.930997 0.956951
C 1.996432 -9.518941 0.312242
H 0.683860 -8.128280 -0.725767
H 0.754431 -7.906233 1.031211
H 2.968207 -7.280877 -0.982672
H 2.157132 -6.125475 0.079235
H 4.542052 -7.280724 0.766113
H 3.308011 -6.934311 2.015852
H 1.318455 -10.268076 0.724708
H 2.420505 -9.873339 -0.632009
C -13.346789 3.022407 -2.353700
C -14.294689 2.777115 -1.180704
C -13.722751 1.620238 -0.363028
S -11.954354 1.657138 -0.614168
O -11.565232 0.458537 -1.326962
O -11.306918 2.073962 0.613650
C -11.946325 3.022600 -1.759184
H -13.567039 3.964788 -2.863636
H -13.444700 2.210465 -3.084181
H -14.345826 3.678822 -0.558414
H -15.310969 2.555424 -1.521180
H -13.940839 1.733864 0.701887
H -14.095555 0.655855 -0.718912
H -11.162816 2.880047 -2.505358
H -11.761119 3.937183 -1.187973
C 10.030172 4.358190 -4.047419
C 9.512206 5.245247 -2.916294
C 8.047993 5.562175 -3.215803
S 7.425543 4.189149 -4.174455
O 7.099184 4.664899 -5.502342
O 6.487793 3.431892 -3.369694
C 8.963893 3.293530 -4.257885
H 10.999412 3.913555 -3.803492
H 10.150548 4.954795 -4.959565
H 9.585363 4.703611 -1.965392
H 10.102428 6.161701 -2.818072
H 7.461834 5.660096 -2.298553
H 7.950061 6.468828 -3.819177
H 9.048568 2.784927 -5.219726
H 8.970459 2.563163 -3.443289

Force components x, y, z for each atom (eV/Å):
5.29 -2.19 -8.23
-3.95 0.40 7.97
-0.37 0.81 1.10
1.49 -0.12 1.11
-0.32 -0.65 -0.73
0.76 -5.44 -5.28
-0.86 7.19 5.75
0.75 0.94 -2.24
-0.33 1.23 -3.33
-7.35 -8.10 5.45
2.39 5.42 -0.13
4.98 1.54 -3.68
1.51 4.03 -2.58
-1.14 0.65 0.17
-0.86 0.95 0.65
-1.07 0.50 -0.07
-0.81 1.18 0.98
0.91 -0.08 0.73
1.08 -0.80 1.92
-1.33 -3.35 -2.26
-1.03 0.47 0.92
-0.51 -2.04 -0.70
-0.31 -0.19 0.11
0.66 -1.55 -1.69
1.22 0.70 -0.32
1.64 -0.28 -0.41
2.63 3.82 5.44
-3.79 -1.30 -3.85
0.22 -3.30 -0.07
1.32 1.96 -3.18
0.79 0.80 -3.21
-2.49 -1.28 0.62
-1.22 2.09 -0.37
-2.52 0.34 1.11
1.09 -0.10 2.50
0.60 -1.95 2.07
-0.98 -1.46 -1.24
0.38 0.26 -2.75
0.72 -2.39 -0.23
0.17 -0.73 2.49
2.24 -0.80 -0.58
-1.23 -0.94 -1.91
-0.02 2.58 -0.90
2.60 -0.81 0.44
-1.51 1.63 0.20
2.15 1.58 -0.21
2.53 0.80 0.63
0.39 -2.25 -0.13
-1.64 1.25 1.28
-0.96 1.74 1.87
0.75 -0.82 1.38
-1.71 1.69 -0.61
-0.28 0.78 2.56
-2.54 0.55 1.54
-1.18 -1.03 -1.62
0.60 -1.92 1.03
-0.83 -0.39 1.09
1.05 -1.97 -0.32
-0.11 -0.19 0.09
0.18 -0.09 0.34
0.53 -0.50 0.09
0.10 0.68 0.21
0.75 0.10 0.17
-0.39 -0.58 -0.28
-0.34 0.05 0.48
0.00 -0.02 -0.16
0.03 0.13 0.05
-0.10 -0.09 -0.08
0.00 0.16 -0.08
-0.25 0.00 -0.16
-0.04 0.21 -0.02
0.17 0.07 -0.25
-0.02 -0.08 -0.18
0.00 0.16 0.22
-0.19 -0.15 0.19
-0.22 0.11 0.26
-0.56 -0.66 -0.02
-0.51 -0.06 -0.11
0.33 0.64 0.02
0.38 -0.11 0.48
0.03 0.08 -0.13
0.02 -0.14 -0.01
0.06 0.12 0.01
0.07 -0.09 -0.13
0.29 0.21 -0.11
0.30 -0.50 -0.01
-0.07 -0.06 -0.18
0.02 0.15 -0.11
-0.16 0.10 0.05
-0.19 0.26 -0.20
0.16 0.64 -0.08
0.24 -0.21 -0.09
0.33 -0.14 -0.28
-0.31 0.06 0.49
-0.50 -0.16 -0.30
0.08 -0.01 0.14
0.04 -0.07 -0.12
-0.07 0.05 0.14
0.17 -0.33 -0.08
-0.12 -0.17 0.21
0.04 -0.19 -0.06
0.24 -0.01 0.06
0.02 0.02 0.18
-0.14 -0.04 -0.24
-0.28 0.26 0.00
-0.67 -0.11 0.24
0.14 0.12 -0.12
0.05 0.33 0.52
-0.52 -0.05 -0.47
0.06 0.41 -0.38
0.06 -0.15 0.06
0.06 0.13 0.07
0.01 -0.13 -0.09
0.16 0.03 0.09
0.19 -0.16 -0.15
0.21 0.09 0.06
0.02 -0.10 0.23
0.03 -0.17 -0.01
0.23 0.13 -0.13
0.27 0.04 0.28
0.09 0.57 0.41
-0.03 -0.04 -0.28
-0.15 -0.26 0.48
0.32 0.64 -1.04
0.46 -0.31 -0.07
-0.15 0.06 -0.06
-0.01 -0.13 0.09
-0.01 0.08 -0.14
-0.12 -0.15 0.01
-0.07 -0.04 -0.27
-0.09 -0.22 0.00
-0.21 0.05 0.11
-0.08 0.09 -0.11